Record 1
DFT (ωB97M-V with the def2-TZVPD basis set) results for a structure of composition C20H27F4N4O2S2Zr.

```
60
Properties=species:S:1:pos:R:3:mulliken_charge:R:1
N 0.3989 2.2015 -0.4186 1.451
H -1.8018 -0.7876 1.3560 0.602
H -4.2151 -1.1519 1.5088 0.276
C -2.4358 -0.6856 0.4821 -1.120
S -6.9512 -0.8112 -1.9897 -0.346
O 0.4932 -2.3450 -0.5526 -0.724
C -4.5754 -0.7073 -0.5968 1.437
C 0.6168 -4.4032 -2.1685 -1.086
H -1.4374 2.4359 -1.3500 0.340
H -1.1838 4.7290 -2.1775 0.458
F 1.6956 0.1460 4.2241 -0.324
C 1.7899 2.7280 -0.3971 -0.551
C -6.0653 -0.8882 -0.6080 0.191
H -4.4945 -0.2334 -2.6852 0.441
C -0.4358 2.8642 -1.4518 -0.869
H 2.3643 2.1182 0.3013 0.316
H -0.1109 1.5371 2.8824 0.444
Zr 0.4929 -0.1675 -0.7482 1.569
H 3.5297 2.9397 -1.6327 0.446
H 2.3832 1.7371 -2.2412 0.331
H -0.9334 4.7401 -0.4409 0.326
O 0.6719 0.0061 -2.5126 -0.810
H 1.4124 2.1794 2.3158 0.467
H -1.2413 1.9614 0.8252 0.450
C -0.2249 2.3573 0.9179 -0.995
H -0.0633 2.5432 -2.4249 0.485
C 4.3188 -1.1113 1.3286 0.067
H 5.6543 -1.5744 2.9487 0.527
H -0.3150 3.4092 1.2042 0.351
N 0.9301 0.3085 1.4568 0.067
H 2.2217 -5.3650 0.1096 0.456
H -1.9970 0.0500 -2.6665 0.645
C -3.9260 -0.3649 -1.7763 -0.649
C 2.1271 -0.1690 1.9213 0.116
H 0.4465 4.8573 -1.5412 0.280
C 0.5340 1.6059 1.9994 -1.245
S 1.5175 -3.3925 -1.0067 0.578
C 3.7826 -0.7404 3.6028 0.257
H 1.7781 3.7438 0.0130 0.540
H -6.1557 -1.1498 1.4513 0.137
F 4.1091 -0.8059 4.8926 -0.297
C -2.5565 -0.1999 -1.7732 -0.796
C -0.5218 4.3827 -1.3843 -1.396
C 2.4720 2.7105 -1.7576 -1.554
F 2.7481 -0.4527 -0.3432 -0.495
C 2.5372 -0.2462 3.2588 0.218
H -0.3162 -4.7305 -1.7129 0.335
H 0.5826 -4.8422 0.6301 0.328
H 2.0541 3.4554 -2.4341 0.326
C -3.8006 -0.8731 0.5516 -0.855
H -7.6471 -1.2452 0.5955 0.211
C 1.5903 -4.5183 0.3761 -0.986
F 5.1510 -1.4966 0.3571 -0.295
N -1.8201 -0.3529 -0.6615 0.170
C 3.0766 -0.6172 0.9996 0.478
H 1.2379 -5.2520 -2.4513 0.441
H 2.0404 -3.9729 1.2042 0.290
C 4.6894 -1.1890 2.6545 -0.537
N -6.6482 -1.1228 0.5776 -0.276
H 0.4257 -3.7817 -3.0418 0.359
```

The LUMO energy is -3.7 eV. As for the electronic energy: -65051.2229 eV. As for the charge: +1.


Record 2
DFT (ωB97M-V with the def2-TZVPD basis set) results for a structure of composition C2H7NO2 in a non-equilibrium geometry.

```
12
Properties=species:S:1:pos:R:3:mulliken_charge:R:1
C 0.1547 0.0573 -0.3999 0.612
H 1.6899 1.5605 -0.5726 0.307
C 0.9829 1.1679 0.1612 -1.174
O 0.7682 -1.0109 -0.9705 -0.453
H 1.5579 0.7963 1.0117 0.321
H -1.5150 -2.0606 1.0505 -0.085
H -1.1045 -2.0487 1.7564 0.086
N -1.1294 0.2037 -0.5904 0.147
O -1.9359 -0.7174 -0.9652 -0.614
H -1.5345 1.0811 -0.2354 0.196
H 1.7058 -1.0186 -0.7523 0.327
H 0.3597 1.9893 0.5066 0.329
```

The LUMO energy (spin up / spin down) is 0.4 / 0.4 eV. As for the electronic energy: -7769.2696 eV.


Record 3
DFT (ωB97M-V with the def2-TZVPD basis set) results for a structure of composition C18H19S3SbTeV.

```
43
Properties=species:S:1:pos:R:3:mulliken_charge:R:1
C -1.1590 2.3163 4.5039 -0.558
C -0.8385 1.6277 3.3449 0.059
H 1.3401 4.6060 4.4983 0.387
H 0.4376 -3.4876 3.4625 0.405
C -1.5836 -1.5450 -5.2145 -1.510
C 1.0630 3.0879 3.0163 -0.619
H -0.4206 -1.3752 2.5380 0.147
H 3.4507 -0.5556 0.8546 0.379
H 2.7873 -4.1506 3.0724 0.399
C 1.4649 -0.8395 1.6424 0.750
Sb -4.5516 0.6451 1.0083 0.601
H 0.7658 -2.3224 -3.9946 0.393
C -0.8192 -0.2477 -3.3138 0.672
S -2.6184 2.1450 -0.2961 -0.437
H -0.0403 0.2987 -6.5591 0.375
C -0.3003 0.6038 -5.5451 -1.496
C 1.0947 -2.8479 2.8891 -0.714
Te 0.8378 1.0104 0.8546 0.583
C 0.7309 3.7725 4.1759 -0.543
H 1.1353 -1.7423 -5.6247 0.375
H 1.6684 -0.8118 -4.2193 0.384
C -0.4581 -0.6487 -4.6693 1.701
C 0.8643 -1.4320 -4.6153 -1.518
H 1.9294 3.3875 2.4403 0.380
H -1.2278 1.1745 -5.5835 0.397
S -2.6221 -1.1207 0.3614 -0.420
C 2.4156 -3.2184 2.6689 -0.457
H 0.4906 1.2496 -5.1644 0.380
C 2.7879 -1.1999 1.4186 -0.592
V -1.5201 0.4442 -0.3691 0.975
C -1.1332 0.0844 -2.1799 -1.032
H -1.3249 -1.8573 -6.2267 0.374
C 3.2599 -2.3985 1.9349 -0.542
H -1.7102 -2.4345 -4.5979 0.393
H -0.6322 3.9226 5.8211 0.401
C 0.6111 -1.6576 2.3705 -0.201
H -1.4612 0.8034 3.0210 -0.149
C 0.2736 2.0177 2.6131 0.680
C -0.3760 3.3861 4.9173 -0.536
H 4.2890 -2.6852 1.7663 0.388
H -2.5306 -1.0072 -5.2508 0.391
S -4.3425 0.9820 3.1532 -0.434
H -2.0276 2.0203 5.0761 0.386
```

The LUMO energy is -5.0 eV. As for the electronic energy: -90990.7006 eV. As for the charge: +1.


Record 4
DFT (ωB97M-V with the def2-TZVPD basis set) results for a structure of composition C41H44CsFN2Te in a non-equilibrium geometry.

```
90
Properties=species:S:1:pos:R:3:mulliken_charge:R:1
H -3.1733 -1.5405 1.2080 0.375
H 3.1568 -1.5780 -6.1504 0.361
Te 3.2598 2.3549 1.1425 0.658
H 1.3849 5.7086 -3.0983 0.409
H -2.5629 -3.8915 -2.3258 0.566
C -0.8510 -2.5562 6.7513 -1.575
H 4.3265 0.6764 3.2337 0.334
H -4.3511 2.0167 0.0765 0.267
H -0.5392 -2.1201 7.7001 0.350
C -0.9243 -3.9340 -0.9167 0.840
H 5.0728 1.1434 -0.4432 0.351
H 5.6244 1.7545 2.7496 0.375
H -3.9440 -2.2859 -1.0308 0.290
H -1.9327 -2.6961 6.7784 0.296
C 0.5548 0.3494 4.7758 0.796
H -2.5204 -3.4570 2.6189 0.560
C 4.7983 1.1452 2.3700 -1.415
H 0.3887 -0.1492 6.8689 0.118
H 0.5921 0.5703 2.6632 -0.048
H 3.6222 3.2023 -5.8049 0.389
H 3.5363 0.8178 -6.6365 0.373
H -2.1136 -0.9511 -0.0724 0.167
H 1.4713 4.6286 1.6920 0.236
C 2.3950 1.0953 -3.4231 -0.609
H 4.1528 2.2967 -1.4052 0.156
C -2.0912 -3.2235 -1.5969 -1.630
C 2.9224 3.7306 -3.8532 -0.736
Cs -0.1145 1.5855 -0.2552 1.133
C -1.4339 -5.1620 -0.1657 -1.735
C -4.3237 1.6549 -0.9509 -0.502
H 5.2481 0.3452 1.7821 0.335
H -1.9054 -5.8647 -0.8618 0.569
C 2.3161 3.2765 -2.6606 -0.426
H -4.1071 -4.7242 -0.4880 0.549
H 1.8582 -0.5779 -2.1934 0.733
C -0.2548 -2.9851 0.0700 -1.352
H -6.4820 1.8233 -1.1267 0.365
C 2.2091 -0.2797 -3.1721 -0.624
H -0.1940 -4.2483 -1.6765 0.283
C -5.5465 1.5501 -1.6045 -0.713
H -1.2181 -3.0225 4.1858 0.410
C 3.1738 0.5040 -5.6653 -0.706
C 1.2613 1.6600 5.0095 -1.245
H -0.9524 -4.2689 2.3784 0.507
C -1.7763 -3.7542 1.8780 -2.351
H -4.4263 0.3595 -4.5603 0.345
C -3.6183 -4.0305 0.2052 -1.670
H -0.5944 -5.6718 0.3154 0.509
C -2.4392 -4.7150 0.8900 0.649
H -2.8025 -5.5985 1.4363 0.183
H -4.3522 -3.7235 0.9542 0.533
H 0.6001 6.8050 0.9437 0.370
H 5.4638 2.8610 -0.3647 0.371
C 4.6560 2.1425 -0.4657 -1.075
C -3.1919 0.8480 -2.8426 -0.293
H 3.1906 4.7713 -3.9616 0.530
C 1.9378 3.8818 -0.2482 -1.645
C -5.5546 1.0893 -2.9021 0.693
H 0.6510 2.4937 4.6535 0.257
H 2.2037 1.6865 4.4601 0.115
C 0.1782 -0.4585 5.8514 -0.852
H 1.4689 1.8125 6.0695 0.319
C 1.9000 4.2207 -1.6200 1.810
H -1.7284 -2.3366 -2.1221 0.473
C -2.4510 -1.8474 0.4481 -1.262
C -0.3909 -1.2712 3.1676 0.661
C -1.2416 -2.4980 1.1547 1.698
H 0.1291 -2.1063 -0.4508 0.146
C -0.4568 -1.6674 5.5972 0.362
C 0.9490 6.0791 0.2170 -0.770
C 2.9612 -0.8287 -5.3934 -0.509
C -4.3888 0.7253 -3.5394 -0.809
C -3.1085 -2.8007 -0.5412 0.750
C 1.4272 4.8516 0.6234 0.167
C -0.7341 -2.0662 4.3057 -0.426
C 0.9538 6.3929 -1.1353 -0.602
C 1.4195 5.4656 -2.0414 -0.851
C -3.0826 1.3260 -1.5245 -0.277
C 0.2806 -0.0508 3.4956 -0.463
N 2.0692 1.9846 -2.4683 0.402
N -0.5660 -1.4680 1.8789 -0.559
H -0.3892 -3.5398 6.6577 0.313
C 2.9216 1.4823 -4.6903 1.308
F -6.7627 0.9923 -3.5832 -0.366
H -2.2891 0.5486 -3.3748 0.257
C 2.4910 -1.2173 -4.1381 -0.559
H 0.5925 7.3538 -1.4806 0.333
C 3.1923 2.8543 -4.8721 -0.980
H 0.5839 -3.4846 0.5630 0.503
H 2.3346 -2.2673 -3.9227 0.427
```

The LUMO energy is 3.6 eV. As for the electronic energy: -56768.2994 eV. As for the charge: -2.